Record 1
Computed, not measured: an isolated molecule of C3H6N4S in a non-equilibrium geometry, with ωB97M-V/def2-TZVPD.

Last column: Löwdin charge in e.
Atoms and positions in Å:
H1 -1.686 -2.370 -1.607  0.070
N1 -1.847 -1.760 -0.773  0.111
C1 -0.912 -0.895 -0.672  -0.501
N2 0.288 -1.023 -1.582  -0.353
S1 1.540 0.172 -1.461  0.807
C2 1.381 0.691 0.373  -0.353
C3 -0.061 1.024 0.728  -0.580
N3 -0.498 1.799 1.592  0.157
H2 0.223 2.472 1.759  0.043
N4 -0.906 0.134 0.251  0.113
H3 0.623 -1.969 -0.981  0.155
H4 2.014 1.613 0.704  0.111
H5 1.600 -0.218 1.076  0.118
H6 -1.760 0.330 0.595  0.103

Properties
- Kohn-Sham gap (eV) = 9.7422
- HOMO energy (eV) = -9.3
- structure (SMILES) = [H]/N=C1\NSC/C(=N\[H])N1

***

Record 2
Computed, not measured: an isolated molecule of C19H17BrF3N3O3, with ωB97M-V/def2-TZVPD.

Last column: Löwdin charge in e.
Atoms and positions in Å:
O1 -0.560 -3.418 -0.350  0.078
C1 0.152 -2.544 0.117  -0.412
C2 1.605 -2.834 0.367  -0.122
C3 2.307 -3.559 -0.585  0.004
C4 3.630 -3.902 -0.367  -0.103
C5 4.252 -3.544 0.818  -0.595
Br1 6.058 -4.054 1.040  0.830
C6 3.551 -2.843 1.797  -0.133
C7 4.184 -2.452 3.111  -0.613
F1 3.316 -1.792 3.897  0.136
F2 4.605 -3.519 3.806  0.127
F3 5.241 -1.641 2.935  0.124
C8 2.230 -2.491 1.558  0.037
N1 -0.322 -1.318 0.485  -0.032
C9 0.475 -0.095 0.413  -0.125
C10 0.299 0.562 -0.957  -0.074
C11 -1.157 0.773 -1.362  -0.380
C12 -1.993 -0.475 -1.090  -0.077
C13 -1.749 -1.067 0.294  -0.119
C14 -1.337 1.338 -2.796  -0.059
C15 -1.986 2.603 -2.199  -0.094
N2 -1.762 2.041 -0.866  0.036
C16 -2.016 2.539 0.357  -0.401
O2 -1.753 1.968 1.403  0.072
C17 -2.675 3.883 0.337  -0.117
C18 -4.067 4.179 0.318  -0.083
N3 -4.292 5.459 0.356  0.078
O3 -3.051 6.057 0.406  -0.027
C19 -2.110 5.108 0.397  -0.052
H1 1.803 -3.862 -1.494  0.127
H2 4.185 -4.456 -1.111  0.103
H3 1.679 -1.955 2.318  0.136
H4 0.140 0.575 1.204  0.116
H5 1.526 -0.320 0.573  0.113
H6 0.831 1.516 -0.991  0.132
H7 0.751 -0.089 -1.714  0.131
H8 -3.052 -0.243 -1.230  0.132
H9 -1.721 -1.226 -1.838  0.130
H10 -2.279 -2.009 0.402  0.124
H11 -2.068 -0.375 1.072  0.116
H12 -0.399 1.519 -3.317  0.114
H13 -1.993 0.741 -3.426  0.114
H14 -1.451 3.535 -2.378  0.119
H15 -3.040 2.746 -2.442  0.121
H16 -4.901 3.497 0.284  0.128
H17 -1.089 5.447 0.445  0.143

Properties
- Kohn-Sham gap (eV) = 9.7070
- HOMO energy (eV) = -9.5
- structure (SMILES) = O=C(c1ccc(Br)c(C(F)(F)F)c1)N1CCC2(CC1)CCN2C(=O)c1cnoc1

***

Record 3
Computed, not measured: a cluster of 2 separate species, C9H18N3 in total in a non-equilibrium geometry, with ωB97M-V/def2-TZVPD.

Last column: Löwdin charge in e.
Atoms and positions in Å:
C1 -3.443 0.080 -0.945  -0.039
C2 -2.646 1.257 -1.186  -0.019
C3 -3.103 -0.775 0.065  0.018
C4 -1.482 1.375 -0.497  -0.043
C5 -1.795 -0.745 0.804  -0.114
C6 1.991 0.090 2.643  -0.040
C7 1.424 0.238 -2.572  -0.068
C8 0.581 -0.261 2.071  -0.252
C9 1.371 -0.636 -1.275  -0.307
N1 0.078 0.795 1.236  0.037
N2 0.074 -1.022 -0.851  0.082
N3 -1.023 0.477 0.447  -0.083
H1 -4.323 0.032 -1.636  0.136
H2 -2.920 1.949 -1.938  0.112
H3 -3.576 -1.616 0.397  0.094
H4 -0.758 2.258 -0.536  0.167
H5 -1.929 -0.855 1.826  0.109
H6 -1.304 -1.582 0.410  0.091
H7 2.161 -0.711 3.280  0.069
H8 2.685 0.194 1.895  0.040
H9 1.845 1.106 2.943  0.080
H10 2.160 0.905 -2.389  0.017
H11 1.681 -0.389 -3.547  0.130
H12 0.576 0.849 -2.805  0.052
H13 0.737 -1.306 1.459  0.159
H14 -0.219 -0.452 2.932  0.157
H15 1.911 -1.543 -1.295  0.110
H16 2.015 -0.042 -0.592  0.104
H17 0.763 1.321 0.734  0.128
H18 -0.539 -0.801 -1.634  0.073

Properties
- net charge = +1
- Kohn-Sham gap (spin up / spin down) (eV) = 8.5760 / 7.2009
- HOMO energy (spin up / spin down) (eV) = -12.0 / -13.0
- 2S+1 = 3

***

Record 4
Computed, not measured: an isolated molecule of C19H23N3O5, with ωB97M-V/def2-TZVPD.

Last column: Löwdin charge in e.
Atoms and positions in Å:
C1 0.068 -0.250 6.679  -0.085
O1 -0.741 0.373 5.715  -0.063
C2 -0.241 0.533 4.458  -0.193
C3 1.019 0.147 4.045  0.034
C4 1.448 0.356 2.736  -0.178
C5 0.597 0.957 1.828  -0.154
C6 -0.677 1.351 2.234  0.035
C7 -1.111 1.150 3.530  -0.193
O2 -2.334 1.501 4.014  -0.064
C8 -3.254 2.094 3.134  -0.085
C9 1.031 1.236 0.415  -0.129
N1 2.212 0.476 0.041  -0.191
C10 2.626 0.777 -1.312  -0.098
C11 1.760 0.056 -2.338  -0.438
O3 1.650 0.445 -3.484  0.065
N2 1.178 -1.062 -1.839  0.185
C12 0.310 -1.983 -2.468  -0.519
O4 -0.170 -2.884 -1.821  0.077
N3 0.127 -1.766 -3.780  0.103
C13 -0.808 -2.550 -4.561  -0.084
C14 -1.883 -1.691 -5.139  -0.268
C15 -2.104 -1.258 -6.414  -0.028
C16 -3.259 -0.440 -6.360  -0.066
C17 -3.647 -0.433 -5.057  -0.122
O5 -2.823 -1.185 -4.312  0.057
C18 3.252 0.636 1.040  -0.179
C19 2.817 -0.093 2.308  -0.118
H1 0.984 0.320 6.868  0.096
H2 -0.529 -0.279 7.589  0.094
H3 0.331 -1.272 6.387  0.097
H4 1.699 -0.328 4.735  0.111
H5 -1.323 1.820 1.508  0.113
H6 -2.883 3.049 2.745  0.096
H7 -4.152 2.272 3.724  0.094
H8 -3.497 1.432 2.296  0.098
H9 0.221 0.984 -0.276  0.132
H10 1.220 2.325 0.315  0.139
H11 2.618 1.854 -1.550  0.138
H12 3.647 0.414 -1.466  0.137
H13 1.340 -1.226 -0.847  0.147
H14 0.551 -0.940 -4.191  0.120
H15 -1.233 -3.294 -3.881  0.131
H16 -0.278 -3.055 -5.375  0.132
H17 -1.523 -1.495 -7.281  0.107
H18 -3.727 0.069 -7.177  0.098
H19 -4.462 0.049 -4.554  0.118
H20 4.178 0.197 0.661  0.121
H21 3.441 1.699 1.265  0.134
H22 3.541 0.082 3.106  0.119
H23 2.792 -1.168 2.108  0.126

Properties
- Kohn-Sham gap (eV) = 8.6590
- HOMO energy (eV) = -8.0
- structure (SMILES) = COc1cc2c(cc1OC)CN(CC(=O)NC(=O)NCc1ccco1)CC2

***

Record 5
Computed, not measured: a cluster of 18 separate species, H36O18 in total in a non-equilibrium geometry, with ωB97M-V/def2-TZVPD.

Last column: Löwdin charge in e.
Atoms and positions in Å:
O1 3.755 -2.936 -0.077  0.008
H1 3.615 -2.940 0.794  -0.087
H2 3.499 -3.784 -0.428  0.053
O2 -1.425 4.019 -1.686  -0.101
H3 -1.194 3.760 -0.660  0.097
H4 -1.987 4.722 -1.536  -0.024
O3 3.944 -3.902 2.414  -0.043
H5 3.073 -4.331 2.249  0.045
H6 3.784 -3.142 2.932  0.019
O4 1.682 0.780 -1.194  -0.129
H7 1.568 -0.054 -1.808  0.079
H8 0.759 1.196 -1.248  0.066
O5 -1.375 1.649 1.562  -0.150
H9 -2.175 1.740 2.148  0.073
H10 -0.786 0.832 1.980  0.134
O6 2.636 -1.721 -2.758  -0.039
H11 3.347 -1.916 -2.089  0.059
H12 2.901 -1.184 -3.447  -0.020
O7 -1.782 -0.084 4.576  -0.118
H13 -2.506 -0.771 4.951  0.059
H14 -1.161 0.120 5.245  -0.006
O8 1.310 -3.554 2.551  -0.015
H15 0.454 -3.649 2.921  0.049
H16 1.460 -2.678 2.830  0.041
O9 -4.300 2.120 -2.719  -0.048
H17 -3.912 2.494 -3.514  0.001
H18 -4.355 2.726 -2.020  0.019
O10 0.362 3.454 0.281  -0.178
H19 1.304 3.216 -0.103  0.104
H20 -0.048 2.509 0.658  0.079
O11 0.476 3.665 -3.940  -0.094
H21 0.852 3.127 -3.211  0.032
H22 0.500 4.644 -3.729  0.074
O12 2.356 0.246 1.444  -0.100
H23 2.214 -0.231 0.605  0.017
H24 1.982 1.133 1.396  -0.021
O13 0.177 -5.537 0.921  -0.092
H25 0.745 -4.795 1.117  -0.033
H26 -0.334 -5.190 0.103  0.095
O14 -2.691 -2.271 5.630  -0.027
H27 -1.777 -2.406 5.933  0.079
H28 -2.734 -2.388 4.699  0.036
O15 0.883 2.032 2.722  -0.119
H29 0.928 2.921 2.644  -0.032
H30 1.501 1.615 3.566  0.201
O16 -2.437 2.825 -4.405  -0.104
H31 -2.467 3.797 -4.059  0.097
H32 -1.656 2.480 -3.914  0.044
O17 1.388 -1.786 -5.686  -0.005
H33 0.489 -1.943 -5.554  0.014
H34 1.953 -1.150 -5.313  -0.003
O18 -4.560 0.053 -1.066  -0.128
H35 -4.782 0.659 -1.880  0.038
H36 -5.455 -0.193 -0.830  0.004

Properties
- Kohn-Sham gap (eV) = 9.8655
- HOMO energy (eV) = -10.4